This record from the Open Molecules 2025 dataset describes the molecule C5H11NO. The level of theory is ωB97M-V with the def2-TZVPD basis set.

Results
Maximum force ... 5.1 eV Å⁻¹
Spin multiplicity ... 1
SMILES string ... CCC[C@H](N)C=O
LUMO level ... 0.914 eV
Energy above the lowest of the compared OMol25 structures with the same formula, charge and spin ... 45.5 kcal/mol
HOMO level ... -9.51 eV
DFT total energy ... -8899.72570 eV
Orbital gap ... 10.43 eV

Atoms and positions in Å:
O1 -3.2273 0.4556 -0.2595
C1 -2.0788 0.7822 -0.5874
C2 -0.8398 0.2783 0.1145
C3 0.0140 -0.5184 -0.8946
C4 1.3631 -0.6890 -0.3451
C5 2.1125 0.4437 0.3558
N1 -1.2129 -0.6692 1.1753
H1 -1.9293 1.5931 -1.3624
H2 -0.2037 1.0885 0.5857
H3 0.0962 0.0492 -1.9187
H4 -0.5421 -1.4317 -1.0330
H5 1.2092 -1.3983 0.4377
H6 1.9876 -1.2427 -1.0924
H7 3.1050 0.2099 0.5592
H8 2.0520 1.4065 -0.2458
H9 1.4479 0.8028 1.2583
H10 -2.1652 -0.9992 1.1558
H11 -1.1884 -0.1612 2.0965

This record from the Open Molecules 2025 dataset describes the molecule C5H11NO. The level of theory is ωB97M-V with the def2-TZVPD basis set.

Results
Maximum force ... 7.2 eV Å⁻¹
Spin multiplicity ... 1
SMILES string ... C=C(N)C[C@@H](C)O
LUMO level ... 0.889 eV
Energy above the lowest of the compared OMol25 structures with the same formula, charge and spin ... 97.0 kcal/mol
HOMO level ... -8.78 eV
DFT total energy ... -8897.49047 eV
Orbital gap ... 9.67 eV

Atoms and positions in Å:
C1 1.2077 -0.8830 -0.2127
C2 -0.6609 -0.9302 -0.1756
C3 1.8908 0.1774 -1.0431
C4 -0.9949 0.3578 0.2914
N1 -2.7475 -0.0676 0.1186
C5 -0.6076 1.5499 0.6826
O1 1.7307 -1.0024 1.0853
H1 1.5231 -0.1999 1.5844
H2 1.3370 -1.8596 -0.6837
H3 -3.0406 -0.5414 0.9727
H4 -3.2581 0.8108 0.0386
H5 -0.8236 -1.7291 0.5451
H6 -0.9250 -1.1391 -1.2105
H7 1.3883 0.3098 -2.0040
H8 1.9426 1.1439 -0.5348
H9 2.9307 -0.1105 -1.2444
H10 -1.3292 2.2884 1.0138
H11 0.4365 1.8245 0.7764

This record from the Open Molecules 2025 dataset describes a cluster of 2 separate species, C5H11NO in total. The level of theory is ωB97M-V with the def2-TZVPD basis set.

Results
Maximum force ... 1.1 eV Å⁻¹
Spin multiplicity ... 1
SMILES string ... C=C/C=C/NC.O
LUMO level ... 0.751 eV
Energy above the lowest of the compared OMol25 structures with the same formula, charge and spin ... 50.7 kcal/mol
HOMO level ... -7.52 eV
DFT total energy ... -8899.49878 eV
Orbital gap ... 8.27 eV

Atoms and positions in Å:
C1 2.5788 -0.6896 -0.2153
N1 1.2790 -1.2924 -0.3129
C2 0.1178 -0.8132 0.1948
C3 -0.0940 0.4638 0.5791
C4 -1.3193 0.8712 1.2599
C5 -2.2737 0.1178 1.7922
H1 2.8778 -0.2337 -1.1607
H2 2.5627 0.0895 0.5553
H3 3.3259 -1.4262 0.0891
H4 1.2553 -2.1680 -0.7962
H5 -0.6697 -1.5394 0.1878
H6 0.6486 1.2195 0.3412
H7 -1.4621 1.9349 1.3926
H8 -3.1486 0.5386 2.2770
H9 -2.2608 -0.9737 1.8440
H10 -1.0370 2.0346 -2.4164
H11 -0.9992 0.5353 -2.6114
O1 -1.3815 1.3312 -3.0002

This record from the Open Molecules 2025 dataset describes the molecule C5H11NO. The level of theory is ωB97M-V with the def2-TZVPD basis set.

Results
Maximum force ... 0.6 eV Å⁻¹
Spin multiplicity ... 1
LUMO level ... 1.057 eV
Energy above the lowest of the compared OMol25 structures with the same formula, charge and spin ... 54.1 kcal/mol
HOMO level ... -8.47 eV
DFT total energy ... -8899.35307 eV
Orbital gap ... 9.53 eV

Atoms and positions in Å:
C1 -2.3259 -0.2619 -0.6688
C2 -1.3921 0.8135 -0.1186
C3 -0.6397 0.3812 1.1430
N1 0.1210 -0.8589 0.9803
C4 1.3050 -1.0621 0.3956
O1 1.7711 0.1211 -0.0459
C5 3.0379 0.0142 -0.6848
H1 -2.8887 0.1091 -1.5316
H2 -1.7601 -1.1419 -0.9932
H3 -3.0525 -0.5862 0.0872
H4 -0.6612 1.1011 -0.8825
H5 -1.9679 1.7153 0.1283
H6 0.0482 1.1709 1.4584
H7 -1.3520 0.2125 1.9595
H8 -0.3120 -1.7043 1.3167
H9 3.0587 0.7286 -1.5117
H10 3.1720 -1.0045 -1.0553
H11 3.8383 0.2522 0.0234

This record from the Open Molecules 2025 dataset describes a cluster of 2 separate species, C5H11NO in total. The level of theory is ωB97M-V with the def2-TZVPD basis set.

Results
Maximum force ... 1.2 eV Å⁻¹
Spin multiplicity ... 1
SMILES string ... C=C(N)/C=C/C.O
LUMO level ... 0.799 eV
Energy above the lowest of the compared OMol25 structures with the same formula, charge and spin ... 44.6 kcal/mol
HOMO level ... -8.21 eV
DFT total energy ... -8899.76347 eV
Orbital gap ... 9.01 eV

Atoms and positions in Å:
N1 -0.5278 -2.2218 -0.4645
C1 0.6029 -1.6602 0.1351
C2 1.7319 -2.3608 0.2734
C3 -0.9935 1.6599 1.3686
C4 -0.7039 0.3684 0.6621
C5 0.4417 -0.3011 0.6790
H1 -1.3697 -2.2447 0.1006
H2 -0.4319 -3.1726 -0.7957
H3 1.6506 -3.4400 0.2223
H4 2.7070 -1.9574 0.4852
H5 -0.1079 2.1765 1.7344
H6 -1.5467 2.3423 0.7291
H7 -1.6585 1.3982 2.1919
H8 -1.4650 0.0432 -0.0415
H9 1.2662 0.0048 1.3090
H10 0.2371 2.6302 -2.2450
H11 -0.1426 3.7907 -3.1946
O1 0.3101 2.9445 -3.1493

This record from the Open Molecules 2025 dataset describes the molecule C5H11NO. The level of theory is ωB97M-V with the def2-TZVPD basis set.

Results
Maximum force ... 2.4 eV Å⁻¹
Spin multiplicity ... 1
SMILES string ... NCCCCC=O
LUMO level ... 0.845 eV
Energy above the lowest of the compared OMol25 structures with the same formula, charge and spin ... 47.3 kcal/mol
HOMO level ... -9.09 eV
DFT total energy ... -8899.64787 eV
Orbital gap ... 9.94 eV

Atoms and positions in Å:
O1 -2.6506 1.1328 0.3208
C1 -2.0030 0.6490 -0.5906
C2 -1.3458 -0.7522 -0.5604
C3 -0.3799 -0.8461 0.6547
C4 0.4392 0.4093 1.0616
C5 1.2966 0.8913 -0.1388
N1 2.2701 -0.1009 -0.5658
H1 -1.9750 1.1167 -1.6301
H2 -0.8442 -0.9319 -1.5916
H3 -2.1815 -1.4992 -0.4038
H4 -1.0967 -1.2484 1.3542
H5 0.2823 -1.7135 0.6309
H6 -0.1368 1.2344 1.4314
H7 1.0147 -0.0779 1.8006
H8 0.5543 1.1471 -0.9605
H9 1.9325 1.8086 0.0903
H10 2.9251 -0.2931 0.1341
H11 1.8986 -0.9259 -1.0368

This record from the Open Molecules 2025 dataset describes a cluster of 2 separate species, C5H11NO in total. The level of theory is ωB97M-V with the def2-TZVPD basis set.

Results
Maximum force ... 0.9 eV Å⁻¹
Spin multiplicity ... 1
SMILES string ... C/C=C/O.C=NC
LUMO level ... 0.915 eV
Energy above the lowest of the compared OMol25 structures with the same formula, charge and spin ... 62.6 kcal/mol
HOMO level ... -8.54 eV
DFT total energy ... -8898.98483 eV
Orbital gap ... 9.45 eV

Atoms and positions in Å:
C1 3.2113 0.6813 1.2409
C2 1.1539 1.4648 0.5908
N1 1.7624 0.5139 1.1499
H1 3.4694 0.9401 2.2703
H2 3.5846 1.4276 0.5348
H3 3.6963 -0.2798 1.0567
H4 0.0711 1.4674 0.4777
H5 1.6391 2.3064 0.0800
C3 -0.3982 -1.0466 -0.7068
C4 -1.7960 -1.0267 -1.2784
C5 -2.8152 -0.6149 -0.5345
O1 -4.0555 -0.3784 -1.0769
H6 0.2312 -0.3411 -1.2473
H7 -0.4580 -0.7415 0.3379
H8 0.1008 -2.0115 -0.7452
H9 -1.9479 -1.2968 -2.3177
H10 -2.7340 -0.6214 0.5498
H11 -4.7152 -0.4427 -0.3819

This record from the Open Molecules 2025 dataset describes a cluster of 2 separate species, C5H11NO in total. The level of theory is ωB97M-V with the def2-TZVPD basis set.

Results
Maximum force ... 1.7 eV Å⁻¹
Spin multiplicity ... 1
SMILES string ... C=CC(=C)NC.O
LUMO level ... 0.675 eV
Energy above the lowest of the compared OMol25 structures with the same formula, charge and spin ... 67.6 kcal/mol
HOMO level ... -7.74 eV
DFT total energy ... -8898.76727 eV
Orbital gap ... 8.41 eV

Atoms and positions in Å:
C1 -1.8456 0.2272 0.2874
N1 -0.4904 -0.2863 0.2278
C2 0.5572 0.6025 0.4734
C3 0.3614 1.9390 0.5267
C4 2.9621 0.6923 -0.2011
C5 1.8746 0.0248 0.1788
H1 -2.4621 -0.6699 0.1718
H2 -2.1741 0.8416 -0.5484
H3 -2.1225 0.6553 1.2548
H4 -0.4559 -1.1812 0.6851
H5 -0.4590 2.3828 -0.0283
H6 1.0959 2.6464 0.8766
H7 2.9793 1.7533 -0.4346
H8 3.9345 0.2176 -0.1528
H9 2.0033 -1.0561 0.1597
H10 -1.4410 -3.4797 -0.9341
H11 -2.1635 -2.4733 -1.7199
O1 -2.1542 -2.8363 -0.8229